Computed, not measured: a structure of composition C40H66FGe2HfN6O2Te at a distorted geometry, with ωB97M-V/def2-TZVPD.

Geometry (Å):
Hf -0.56201 0.41060 0.39265
C -0.45907 6.31109 -0.07847
C 0.63451 5.25647 0.05528
Ge 0.07829 3.48208 -0.58246
C -0.68226 3.69505 -2.37460
C 0.28203 4.35414 -3.36093
C 1.81267 2.57727 -0.80778
C 2.68910 1.64316 -0.41161
Ge 2.18658 0.23705 0.92846
C 3.25839 0.61793 2.56609
C 4.45384 1.54047 2.32955
C 2.88858 -1.63545 0.66440
C 4.37927 -1.97796 0.68388
C 4.05442 1.72113 -1.00674
C 4.75505 2.92797 -1.05107
C 6.01681 2.99604 -1.62015
C 6.60317 1.86090 -2.16466
C 5.91717 0.65639 -2.12892
C 4.66004 0.59194 -1.54593
H -0.13361 7.27393 0.31841
H -1.36277 6.02327 0.46358
H -0.73887 6.46950 -1.12210
H 0.95709 5.15815 1.09336
H 1.51907 5.54195 -0.52209
H -1.58000 4.30750 -2.25055
H -1.00304 2.71808 -2.73284
H 0.66017 5.30827 -2.98723
H -0.20745 4.55580 -4.31568
H 1.14413 3.71852 -3.56952
H 2.21981 3.26924 -1.55974
H 3.59970 -0.35439 2.93259
H 2.62329 1.04373 3.34012
H 5.20150 1.08552 1.67701
H 4.94706 1.79770 3.26972
H 4.15041 2.47451 1.85253
H 2.38933 -2.18173 -0.13833
H 2.45890 -2.02828 1.59361
H 4.84444 -1.90317 -0.29775
H 4.53126 -3.00750 1.01903
H 4.94532 -1.33254 1.35739
H 4.32529 3.81539 -0.60138
H 6.54996 3.93804 -1.62977
H 7.58872 1.91716 -2.60748
H 6.36091 -0.23629 -2.55178
H 4.12368 -0.34534 -1.52370
C 1.21797 -0.89837 -2.53364
N 0.43940 -2.11538 -2.38999
C 0.16040 -2.74651 -3.67340
C -0.05414 -2.64371 -1.23865
N -0.48302 -1.90440 -0.23249
C -0.84466 -2.57350 0.97582
C 0.04623 -3.36007 1.65558
C -0.33471 -4.06184 2.81649
C -1.62436 -4.01331 3.25186
C -2.58650 -3.22862 2.56553
C -3.94226 -3.24735 2.97442
C -4.87551 -2.51627 2.30090
C -4.47973 -1.67506 1.24497
C -3.16955 -1.60159 0.83827
N -2.76498 -0.55473 -0.03447
C -3.49877 -0.32185 -1.11004
N -4.09441 -1.31790 -1.81187
C -5.37333 -1.13429 -2.47491
C -3.56225 -2.66171 -1.84929
N -3.64470 0.95048 -1.59734
C -4.43991 1.90843 -0.84266
C -3.60959 1.18075 -3.03042
C -2.19084 -2.44596 1.45124
N -0.13582 -4.01574 -1.26375
C -1.12916 -4.84277 -0.60123
C 0.97892 -4.79341 -1.78929
H 2.16257 -1.14857 -3.02578
H 1.44640 -0.46280 -1.57302
H 0.68639 -0.15964 -3.13092
H -0.25528 -1.99248 -4.34497
H -0.55914 -3.55183 -3.56041
H 1.06988 -3.14235 -4.13280
H 1.04525 -3.47827 1.26085
H 0.39771 -4.66716 3.33453
H -1.93950 -4.58329 4.11680
H -4.22180 -3.86234 3.82031
H -5.91481 -2.54012 2.60073
H -5.20761 -1.01322 0.78940
H -5.78920 -0.16032 -2.23541
H -6.06775 -1.89807 -2.11663
H -5.28095 -1.23108 -3.55875
H -2.50537 -2.61798 -1.61121
H -3.68143 -3.05701 -2.85991
H -4.06771 -3.33040 -1.14619
H -3.99058 2.89910 -0.87467
H -4.49784 1.60359 0.19974
H -5.45398 1.96441 -1.25865
H -2.94429 0.46112 -3.50382
H -3.20424 2.17798 -3.20337
H -4.59486 1.13419 -3.50576
H -1.92830 -4.25578 -0.16650
H -0.67361 -5.43136 0.19938
H -1.55827 -5.53016 -1.33545
H 1.77571 -4.14040 -2.13245
H 0.66334 -5.43572 -2.61520
H 1.37416 -5.43009 -0.99281
C 1.40061 3.08840 4.06602
O 0.92449 1.89303 3.48454
C 0.38909 1.00356 4.41957
C -0.04173 -0.25736 3.71019
O -1.06035 -0.05052 2.70256
C -2.32844 0.27872 3.29145
H 2.15955 2.88066 4.82857
H 0.58480 3.66001 4.52149
H 1.84931 3.67772 3.26972
H -0.44812 1.46237 4.96259
H 1.13308 0.71403 5.17706
H -0.43866 -0.96583 4.44398
H 0.79413 -0.72434 3.19515
H -2.26961 1.23140 3.81519
H -2.61849 -0.51951 3.97774
H -3.05838 0.36029 2.49601
Te -1.72564 2.82115 1.09824
F -0.61613 0.66765 -1.49316

- Frontier orbital gap: 7.585 eV
- HOMO energy: -9.90 eV
- Net charge: +1
- Molecular weight: 1133.3 g mol⁻¹
- Energy above the lowest of the compared OMol25 structures with the same formula, charge and spin: 0.000 eV
- Strongest force on any atom: 1.754 eV/Å

Atom charges from the Löwdin analysis, given in e for atoms 1 to 6: 1.2795, -0.1814, -0.3921, 0.4871, -0.3797, -0.1604

Computed, not measured: a structure of composition C40H66Ge2N4O5PS4SiTi at a distorted geometry, with ωB97M-V/def2-TZVPD.

Geometry (Å):
Ti -0.36690 0.10462 0.32524
C 1.94959 2.24966 3.63210
C 2.81301 1.16991 3.00783
Ge 2.20938 0.58812 1.13080
C 3.76753 -0.75498 0.93757
C 3.87756 -1.35566 -0.44828
C 3.19275 2.08026 0.23944
C 2.58857 3.11354 -0.33590
Ge 0.53099 3.01821 -0.40754
C 0.01089 4.18563 1.22134
C -0.95789 5.32772 0.96275
C 0.08020 4.28954 -2.03476
C 1.08484 4.27213 -3.17532
C 3.34255 4.23681 -0.87880
C 4.43038 4.00121 -1.72285
C 5.17096 5.04703 -2.23603
C 4.85523 6.35518 -1.90613
C 3.78627 6.60378 -1.06076
C 3.03729 5.55864 -0.55675
H 2.26634 2.47823 4.65276
H 0.91113 1.92444 3.67024
H 2.00603 3.16125 3.04165
H 2.81159 0.28966 3.65242
H 3.84249 1.52501 2.93781
H 3.65879 -1.55692 1.67089
H 4.68928 -0.22490 1.17710
H 2.95223 -1.88145 -0.68853
H 4.70830 -2.06227 -0.52410
H 4.03096 -0.56675 -1.18143
H 4.27446 2.09662 0.36594
H 0.92885 4.56791 1.67221
H -0.44311 3.49849 1.93448
H -0.49618 6.12911 0.38455
H -1.30651 5.75021 1.90730
H -1.83470 4.97960 0.41924
H -0.00977 5.30554 -1.65266
H -0.90615 4.00061 -2.40631
H 1.99953 4.78170 -2.88845
H 0.68428 4.77614 -4.05826
H 1.33911 3.25429 -3.45431
H 4.67879 2.98136 -1.97796
H 6.00549 4.84591 -2.89510
H 5.43441 7.17601 -2.30581
H 3.53811 7.61983 -0.78969
H 2.20215 5.75226 0.09755
S 0.20206 -0.50237 2.95037
S -0.84342 -1.05068 4.66161
S -2.84667 -0.85327 3.97320
S -2.94021 1.02699 3.34593
C 0.39464 -4.31184 4.48276
N -0.39010 -4.54960 3.19710
C 0.25736 -5.70056 2.46350
N 1.62920 -5.45849 2.21672
C 2.32769 -5.24258 3.47138
N 1.77263 -4.13839 4.22420
C 2.05717 -2.84793 3.61776
P 1.24237 -2.54481 1.94144
C -0.43243 -3.34292 2.33572
C 1.83377 -4.31817 1.31512
H 0.23881 -5.19689 5.11243
H -0.01516 -3.41080 4.96054
H -1.35092 -4.77779 3.45848
H -0.27527 -5.83936 1.51745
H 0.13984 -6.59855 3.08453
H 3.37378 -5.02785 3.25209
H 2.27142 -6.15743 4.07435
H 3.13940 -2.77041 3.48809
H 1.74785 -2.06313 4.31415
H -0.87807 -3.62103 1.37840
H -1.08627 -2.60357 2.80094
H 2.90088 -4.27660 1.08061
H 1.31551 -4.53640 0.37651
O -2.13353 -0.50166 1.05537
C -2.40131 0.75890 1.19091
O -1.37496 1.53977 1.03653
C -3.76797 1.24760 0.82198
C -3.92225 2.56320 0.41062
C -5.17963 3.11399 0.18747
C -6.26233 2.29895 0.40698
O -7.61061 2.59927 0.32275
C -8.28392 1.42766 0.71521
O -7.36051 0.38922 0.93174
C -6.11181 0.96435 0.78473
C -4.87798 0.40372 0.97933
H -3.02465 3.15175 0.27953
H -5.30380 4.13880 -0.12170
H -8.99343 1.13360 -0.07722
H -8.84941 1.62107 1.64765
H -4.74768 -0.61529 1.30667
C 1.59807 0.37880 -2.76825
Si -0.27366 0.39023 -3.20852
C -0.66802 1.70745 -4.56373
C -0.43035 -1.18990 -4.31574
C -1.29780 0.49634 -1.64773
H 2.20587 -0.07716 -3.54676
H 1.73352 -0.18970 -1.84585
H 1.99429 1.37375 -2.58495
H 0.18980 1.87701 -5.21071
H -0.95509 2.66152 -4.14063
H -1.48496 1.36612 -5.19671
H 0.08556 -1.02925 -5.26008
H -1.46609 -1.42164 -4.55338
H 0.02151 -2.05327 -3.84253
H -2.12818 -0.22303 -1.64013
H -1.76256 1.48908 -1.58007
O -0.07055 -1.55835 -0.33746
C -0.57691 -2.58895 -0.90483
C -2.01036 -3.01992 -0.75018
C -2.77723 -3.13191 -2.07695
C -2.56180 -4.47170 -2.78080
C -1.14503 -4.66245 -3.31678
C -0.06818 -4.65995 -2.21694
N 0.25389 -3.35917 -1.70407
H -2.48153 -2.27229 -0.10571
H -2.09142 -4.00018 -0.25556
H -2.47605 -2.31799 -2.73487
H -3.84437 -3.02560 -1.86727
H -3.25919 -4.54538 -3.61952
H -2.79664 -5.28855 -2.08971
H -0.92762 -3.87140 -4.03288
H -1.08951 -5.61873 -3.84570
H 0.85547 -5.08941 -2.61595
H -0.41285 -5.31824 -1.40277
H 1.16883 -2.96988 -1.86565

- Frontier orbital gap (spin up / spin down): 4.551 / 4.553 eV
- HOMO energy (spin up / spin down): -3.26 / -3.26 eV
- Net charge: -1
- Molecular weight: 1063.4 g mol⁻¹
- Energy above the lowest of the compared OMol25 structures with the same formula, charge and spin: 4.275 eV
- Strongest force on any atom: 6.415 eV/Å

Atom charges from the Löwdin analysis, given in e for atoms 1 to 6: 0.6256, -0.2061, -0.4136, 0.7812, -0.4026, -0.2127

Computed, not measured: a structure of composition C40H68BBrN2O16S at a distorted geometry, with ωB97M-V/def2-TZVPD.

Geometry (Å):
C 4.08782 -3.37858 0.05179
C 3.29540 -2.27337 0.15001
C 2.50572 -1.72170 -1.01560
O 2.69919 -2.13749 -2.13731
O 1.56291 -0.80132 -0.66072
C 1.45610 0.30012 -1.58375
C -0.01896 0.41013 -2.11012
C -0.59975 1.76313 -1.62125
C -2.10858 1.94472 -1.90685
C -2.96700 1.36632 -0.74415
C -4.49436 1.66173 -1.02380
C -5.34463 0.42278 -0.71457
C -6.18488 0.47843 0.35222
C -7.01809 -0.65501 0.70650
N -7.88781 -0.70433 1.70048
S -8.48443 -2.23818 1.59604
N -7.67913 -2.79782 0.31456
C -6.85257 -1.84691 -0.13616
C -5.96717 -1.92225 -1.27564
C -5.92219 -3.20314 -2.09188
B -4.48648 -3.89810 -2.17262
O -3.68040 -4.16069 -1.08237
O -4.02697 -4.23528 -3.45457
C -5.25854 -0.79313 -1.54055
Br -4.08469 -0.75491 -3.05913
H 4.94860 -3.42712 -0.63475
H 3.88842 -4.30223 0.62393
H 3.19094 -1.77841 1.12940
H 2.16194 0.24904 -2.42372
H 1.66634 1.22490 -1.01771
H -0.61996 -0.46275 -1.80130
H 0.04305 0.43993 -3.21465
H -0.32583 1.90401 -0.56038
H -0.07067 2.55336 -2.18158
H -2.33554 1.42254 -2.84622
H -2.37572 3.01390 -2.00399
H -2.83819 0.26747 -0.77960
H -2.64914 1.72271 0.24548
H -4.78078 2.42835 -0.28111
H -4.66789 2.05362 -2.03745
H -6.24412 1.40244 0.93660
H -6.37448 -3.09037 -3.09500
H -6.58140 -3.92754 -1.56627
H -3.42142 -5.09124 -1.05892
H -4.16139 -3.44042 -3.99684
O 1.29730 4.22767 -0.04972
C 2.39708 4.07681 0.40798
O 2.53272 3.71420 1.69566
C 3.77740 3.32895 2.29143
C 4.55954 4.53514 2.76441
C 3.63038 4.36707 -0.41239
H 4.35284 2.69414 1.61599
H 3.51950 2.71017 3.14998
H 4.82502 5.19331 1.93532
H 5.47698 4.22652 3.26658
H 3.95923 5.12422 3.45907
H 3.83154 5.43747 -0.38571
H 3.43556 4.06458 -1.43980
H 4.51485 3.82218 -0.08979
O 4.63346 4.29339 7.20177
C 3.55975 4.82980 7.24992
O 2.85933 5.02778 6.11809
C 1.50400 5.48983 6.08332
C 1.43382 7.00131 6.15078
C 3.01953 5.37002 8.55200
H 0.90842 5.00858 6.86118
H 1.09842 5.15284 5.12948
H 1.84726 7.38151 7.08582
H 0.40102 7.34132 6.06709
H 2.01665 7.44348 5.34197
H 3.45531 6.35097 8.73800
H 3.31172 4.69109 9.35085
H 1.93471 5.44145 8.58578
O 3.50213 -6.28008 1.37249
C 3.33449 -6.65482 2.50117
O 3.32666 -5.75625 3.50204
C 2.96156 -6.06516 4.84981
C 4.13760 -6.61908 5.62797
C 3.22204 -8.12410 2.82564
H 2.09395 -6.72669 4.87633
H 2.64499 -5.12265 5.29628
H 4.49589 -7.55639 5.20105
H 3.85999 -6.79776 6.66763
H 4.97277 -5.91795 5.60194
H 4.22220 -8.55071 2.89338
H 2.67875 -8.61129 2.01837
H 2.67361 -8.33468 3.74104
O -5.18904 -3.04388 -6.26581
C -4.31720 -3.59372 -6.88813
O -3.67469 -2.91869 -7.85698
C -2.51223 -3.40791 -8.53350
C -2.88514 -4.31226 -9.69017
C -3.99365 -5.05021 -6.66412
H -1.82697 -3.88710 -7.83253
H -1.99719 -2.52708 -8.91574
H -3.41918 -5.19993 -9.34962
H -1.99299 -4.63252 -10.22979
H -3.54627 -3.78887 -10.38197
H -4.69996 -5.66055 -7.22661
H -4.09908 -5.26617 -5.60274
H -2.97711 -5.32425 -6.93713
O -0.58149 3.49825 -4.25596
C -1.31962 3.66298 -5.18905
O -1.02802 4.60999 -6.10184
C -1.73192 4.77159 -7.33575
C -2.97749 5.61518 -7.15571
C -2.61329 2.89504 -5.31699
H -1.94581 3.80329 -7.79187
H -1.04310 5.28401 -8.00694
H -3.68707 5.14324 -6.47516
H -3.47383 5.77649 -8.11364
H -2.71947 6.58347 -6.72529
H -3.37590 3.37711 -4.70589
H -2.44909 1.88413 -4.95179
H -2.97223 2.80057 -6.33952
O 5.46350 -1.32904 3.32897
C 4.73508 -1.09330 4.25252
O 4.13573 0.10931 4.33438
C 3.11666 0.43720 5.28427
C 3.71460 0.87552 6.60439
C 4.54797 -2.08909 5.37194
H 2.40986 -0.38738 5.39572
H 2.55750 1.26684 4.85104
H 4.29910 0.07766 7.06506
H 2.93048 1.17502 7.30178
H 4.39036 1.71829 6.45290
H 5.37501 -1.99383 6.07474
H 4.55545 -3.08953 4.94193
H 3.60443 -1.98540 5.90382

- Frontier orbital gap: 7.551 eV
- HOMO energy: -7.78 eV
- Net charge: 0
- Molecular weight: 955.8 g mol⁻¹
- Energy above the lowest of the compared OMol25 structures with the same formula, charge and spin: 0.000 eV
- Strongest force on any atom: 2.581 eV/Å

Atom charges from the Löwdin analysis, given in e for atoms 1 to 6: 0.0757, -0.0591, -0.4886, 0.0852, -0.0235, -0.1527